No. 1
Entry from the Open Molecules 2025 dataset: a molecular structure, C24H22IIrN10O7P2S (ωB97M-V/def2-TZVPD).

Last column: Löwdin charge in e.
Cartesian coordinates (Å):
Ir  -0.796  0.325  0.042  1.21
I  -2.406  1.499  -5.479  0.98
S  -1.678  -1.419  1.145  0.84
P  0.259  2.346  2.237  0.25
P  -0.275  3.484  -0.388  0.22
O  -0.198  3.546  1.232  -0.25
O  -1.575  3.971  -0.863  -0.25
O  -0.673  1.145  1.890  -0.47
O  0.221  2.746  3.634  -0.21
O  0.983  4.318  -0.872  -0.08
O  1.737  1.986  1.745  -0.11
O  0.144  2.045  -0.737  -0.45
N  0.973  -0.610  0.492  -0.10
N  -0.327  -2.414  3.139  0.08
N  -4.296  2.578  0.218  0.09
N  -4.794  1.726  -0.694  0.16
N  0.672  -2.498  3.942  0.08
N  -0.857  -0.315  -1.932  -0.12
N  -2.721  1.149  -0.097  -0.03
N  -5.240  -1.284  -3.538  0.11
N  -3.361  -1.422  -1.488  0.10
N  0.979  -1.332  1.514  0.07
C  1.788  -1.613  4.090  -0.24
C  2.374  0.289  -1.290  -0.03
C  3.277  -1.406  0.186  0.00
C  4.471  -1.360  -0.504  -0.05
C  2.229  -0.568  -0.205  -0.23
C  1.593  -0.238  4.053  -0.03
C  -3.620  -2.465  -2.268  -0.11
C  -4.046  -0.312  -1.734  -0.22
C  4.630  -0.493  -1.581  -0.05
C  -4.990  -0.243  -2.759  -0.07
C  -0.255  -1.682  2.041  -0.73
C  -1.524  0.162  -4.163  -0.70
C  3.939  0.053  4.498  -0.05
C  -1.106  -1.096  -4.569  -0.10
C  -0.447  -1.528  -2.318  -0.13
C  -4.556  -2.397  -3.290  -0.10
C  3.582  0.325  -1.971  -0.04
C  -3.068  2.247  0.569  -0.13
C  -3.834  0.855  -0.859  -0.28
C  4.111  -1.324  4.556  -0.07
C  2.682  0.593  4.253  -0.05
C  3.030  -2.169  4.355  -0.03
C  -0.544  -1.946  -3.629  -0.03
C  -1.368  0.529  -2.837  -0.20
H  -1.652  1.513  -2.487  0.10
H  5.285  -2.006  -0.203  0.11
H  -5.539  0.671  -2.944  0.12
H  -2.491  2.745  1.323  0.13
H  3.699  1.000  -2.807  0.12
H  4.784  0.708  4.657  0.11
H  1.830  1.985  0.781  0.05
H  1.562  0.931  -1.595  0.08
H  0.873  5.272  -0.774  0.10
H  3.153  -2.076  1.024  0.11
H  -0.045  -2.172  -1.548  0.11
H  -1.217  -1.407  -5.599  0.11
H  -0.198  -2.931  -3.904  0.12
H  0.532  -3.190  4.668  0.17
H  0.608  0.186  3.888  0.10
H  -4.760  -3.255  -3.918  0.11
H  5.087  -1.742  4.760  0.11
H  -4.808  3.406  0.476  0.18
H  3.151  -3.245  4.392  0.12
H  5.570  -0.461  -2.115  0.11
H  -3.074  -3.380  -2.070  0.12
H  2.533  1.664  4.227  0.11

Properties
F_max   0.6 eV Å⁻¹
Total charge   +1
Multiplicity   2
HOMO-LUMO gap (alpha / beta)   6.49 / 6.21 eV
LUMO energy (alpha / beta)   -0.1664 / -0.1973 Eh
HOMO level (alpha / beta)   -11.0215 / -11.5750 eV
Calculated total energy   -3485.035955 Ha


No. 2
Entry from the Open Molecules 2025 dataset: 2 unconnected molecules or ions with the total composition C4H9PS (ωB97M-V/def2-TZVPD).

Last column: Löwdin charge in e.
Cartesian coordinates (Å):
S  -0.734  -1.701  0.127  0.28
P  0.341  0.142  -0.170  0.52
C  2.055  -0.670  -0.413  -0.49
C  2.941  0.452  0.160  -0.22
C  -4.394  0.093  -0.273  -0.01
C  -4.060  1.150  0.100  0.01
H  2.832  0.668  1.178  0.04
H  2.119  -1.514  0.254  0.05
H  2.738  1.345  -0.421  0.06
H  3.917  0.376  -0.061  0.02
H  -3.770  2.124  0.174  0.00
H  2.311  -0.822  -1.407  0.04
H  -4.779  -0.854  -0.361  0.01
H  0.467  0.510  1.321  -0.05
H  -1.984  -1.298  -0.208  -0.26

Properties
F_max   14.0 eV Å⁻¹
Multiplicity   3
HOMO-LUMO gap (alpha / beta)   5.99 / 5.86 eV
LUMO energy (alpha / beta)   0.0323 / -0.1113 Eh
HOMO level (alpha / beta)   -5.1136 / -8.8917 eV
Calculated total energy   -897.008837 Ha


No. 3
Entry from the Open Molecules 2025 dataset: a molecular structure, C41H44AsBN6O2RuS5 (ωB97M-V/def2-TZVPD).

Last column: Löwdin charge in e.
Cartesian coordinates (Å):
Ru  0.813  -0.069  0.389  1.00
As  1.030  -1.997  -2.143  1.33
S  5.663  3.368  -4.350  0.51
S  0.902  1.655  -1.564  0.62
S  2.958  2.935  -3.208  0.89
S  5.145  1.360  -2.221  0.89
S  3.499  -0.244  -0.372  0.64
O  2.816  1.009  3.677  0.00
O  2.108  -0.472  2.145  -0.28
N  -0.957  -1.801  2.360  -0.03
N  -0.095  1.388  2.060  0.05
N  -0.032  -2.022  1.404  0.03
N  -2.476  -0.177  1.140  -0.04
N  -0.919  0.712  2.901  -0.02
N  -1.833  0.273  0.035  0.08
C  1.045  3.618  2.032  -0.36
C  2.341  -0.547  -4.416  -0.09
C  -2.782  -3.790  -2.668  -0.08
C  4.650  2.608  -3.306  -1.52
C  2.522  1.766  -1.985  -1.15
C  2.172  -1.159  4.409  0.00
C  -2.024  -2.872  -4.768  -0.03
C  -0.014  -3.730  2.855  -0.02
C  -0.651  -2.709  -2.799  -0.36
C  3.591  0.987  -1.500  -1.17
C  3.837  -5.761  -2.900  -0.10
C  2.516  -5.810  -3.321  -0.09
C  0.174  4.308  0.976  -0.07
C  1.270  -1.286  -3.943  -0.30
C  0.566  -3.174  1.707  -0.30
C  -3.798  -0.006  1.017  -0.09
C  -4.050  0.589  -0.197  -0.02
C  -2.978  -3.551  -4.022  -0.09
C  1.719  -3.714  0.921  -0.38
C  -1.078  1.408  4.038  -0.08
C  3.471  -3.542  -2.048  -0.13
C  -1.957  0.481  -3.134  -0.08
C  0.216  -1.641  -4.792  -0.20
C  1.672  -4.728  -3.108  -0.10
C  1.298  -0.462  -6.584  -0.08
C  4.314  -4.623  -2.265  -0.09
C  0.235  -1.219  -6.117  -0.03
C  -3.684  2.202  -2.602  -0.08
C  2.144  -3.588  -2.469  -0.37
C  -0.854  -2.437  -4.156  -0.23
C  2.992  -3.782  1.762  -0.05
C  -2.469  1.445  -2.076  -0.39
C  -2.783  0.745  -0.782  -0.27
C  0.257  2.511  2.679  -0.28
C  -1.612  -3.365  -2.049  -0.09
C  2.392  3.196  1.458  -0.07
C  1.383  -5.077  0.317  -0.05
C  -0.969  -2.813  3.236  -0.08
C  2.352  -0.129  -5.740  -0.07
C  -0.340  2.565  3.948  -0.01
C  2.398  -0.094  3.340  -0.70
B  -1.766  -0.503  2.466  -0.55
H  2.700  -0.893  5.322  0.07
H  -0.084  3.610  0.180  0.03
H  -0.229  3.342  4.684  0.10
H  3.031  2.769  2.226  0.06
H  3.850  -2.662  -1.540  0.05
H  -2.205  -2.669  -5.816  0.10
H  -3.544  -4.297  -2.091  0.10
H  4.492  -6.607  -3.064  0.10
H  0.709  5.149  0.529  0.07
H  -0.755  4.680  1.414  0.08
H  0.642  -4.784  -3.436  0.10
H  2.843  -4.397  2.654  0.08
H  -1.689  2.180  -1.860  0.08
H  3.802  -4.224  1.177  0.07
H  3.164  -0.291  -3.760  0.08
H  -3.892  -3.883  -4.499  0.10
H  3.291  -2.783  2.078  0.06
H  2.136  -6.695  -3.815  0.10
H  -1.156  -0.133  -2.734  0.02
H  0.246  -4.653  3.344  0.10
H  -0.579  -1.473  -6.785  0.10
H  5.343  -4.574  -1.930  0.10
H  0.498  -5.028  -0.320  0.07
H  -3.433  2.702  -3.539  0.08
H  -1.567  1.015  -4.003  0.09
H  -5.004  0.879  -0.599  0.09
H  -1.720  1.033  4.818  0.11
H  1.182  -5.800  1.111  0.08
H  2.214  -5.451  -0.284  0.07
H  2.260  2.430  0.695  0.01
H  2.475  -2.147  4.063  0.05
H  2.878  4.054  0.987  0.08
H  3.179  0.463  -6.110  0.11
H  -4.513  1.520  -2.802  0.07
H  -4.028  2.958  -1.894  0.08
H  1.232  4.342  2.833  0.13
H  1.908  -2.996  0.123  0.04
H  -1.465  -3.522  -0.986  0.10
H  1.308  -0.127  -7.613  0.10
H  -1.652  -2.801  4.069  0.12
H  -2.760  -0.187  -3.459  0.09
H  -2.607  -0.686  3.313  0.11
H  -4.458  -0.289  1.819  0.11
H  1.101  -1.208  4.618  0.07

Properties
F_max   0.5 eV Å⁻¹
Total charge   -1
Multiplicity   6
HOMO-LUMO gap (alpha / beta)   6.85 / 5.91 eV
LUMO energy (alpha / beta)   0.0752 / 0.0213 Eh
HOMO level (alpha / beta)   -4.8023 / -5.3330 eV
Calculated total energy   -6414.427602 Ha


No. 4
Entry from the Open Molecules 2025 dataset: 2 unconnected molecules or ions with the total composition C11H22F4NO2S (ωB97M-V/def2-TZVPD).

Last column: Löwdin charge in e.
Cartesian coordinates (Å):
S  -0.468  1.292  1.839  1.21
F  2.561  0.558  2.875  0.04
F  2.429  2.629  1.829  0.06
F  0.224  3.165  3.702  0.06
F  0.411  1.013  4.397  0.07
O  3.168  -0.247  -2.722  0.05
O  4.278  -2.092  -2.486  0.08
N  3.806  -1.054  -2.069  -0.45
C  -1.089  -1.565  1.801  -0.22
C  -0.959  0.285  -2.327  -0.21
C  -1.435  -0.769  -1.191  -0.21
C  -1.520  -0.137  2.320  -0.35
C  0.133  -1.670  0.804  -0.22
C  4.021  -0.733  -0.634  0.04
C  0.559  1.858  3.292  -0.51
C  -0.272  -1.763  -0.758  -0.18
C  2.129  1.892  2.978  -0.24
C  -2.172  0.757  -3.243  -0.25
C  -3.489  1.195  -2.439  -0.12
H  0.643  -2.674  1.020  0.13
H  -3.657  2.306  -2.623  0.07
H  -1.604  -0.183  3.461  0.12
H  -0.523  -2.858  -0.966  0.12
H  -3.423  1.064  -1.317  0.05
H  2.682  2.351  3.865  0.20
H  -1.822  1.651  -3.845  0.11
H  -1.288  2.387  1.530  0.08
H  -2.247  -1.398  -1.693  0.13
H  -0.215  -0.240  -3.013  0.11
H  3.040  -0.651  -0.168  0.07
H  -2.494  -0.057  -3.979  0.12
H  0.689  -1.558  -1.347  0.10
H  4.562  0.210  -0.585  0.10
H  -1.871  -0.138  -0.358  0.06
H  4.599  -1.533  -0.178  0.10
H  -0.871  -2.253  2.686  0.13
H  -0.476  1.147  -1.759  0.11
H  -1.996  -2.032  1.283  0.14
H  -4.402  0.663  -2.857  0.08
H  0.948  -0.893  0.904  0.07
H  -2.588  0.076  1.967  0.12

Properties
F_max   3.3 eV Å⁻¹
Total charge   +1
HOMO-LUMO gap   9.05 eV
LUMO energy   -0.1586 Eh
HOMO level   -13.3711 eV
Calculated total energy   -1434.727700 Ha